Formula: C7H13N3O4
Source: the OMol25 dataset
Level of theory: ωB97M-V/def2-TZVPD

Calculated total energy in hartree: -739.7533
Frontier orbital gap in eV: 9.91
Charge: 0
HOMO level in eV: -9.40

CARTESIAN COORDINATES (ANGSTROEM)
1 O 5.137 -0.252 -1.038
2 C 4.044 -0.043 -0.533
3 C 3.410 1.215 -0.491
4 C 2.216 1.325 0.157
5 N 1.611 0.323 0.843
6 C 0.200 0.583 1.305
7 O -0.713 0.621 0.265
8 C -0.545 -0.493 -0.543
9 C -1.828 -0.749 -1.331
10 O -2.946 -1.289 -0.607
11 C 2.289 -0.925 0.902
12 O 1.837 -1.944 1.412
13 N 3.380 -1.038 0.091
14 H 3.860 2.063 -1.004
15 H 1.675 2.246 0.449
16 H 0.067 -0.357 1.946
17 H -0.032 1.533 1.781
18 H -0.468 -1.405 0.101
19 H 0.353 -0.368 -1.141
20 H -2.112 0.260 -1.634
21 H -1.596 -1.467 -2.172
22 H -3.515 -0.574 -0.280
23 H 3.877 -1.906 0.084
24 N -4.812 0.465 0.233
25 H -4.667 0.790 1.230
26 H -5.037 1.373 -0.265
27 H -5.681 0.013 0.241

Here are the Löwdin charges for atoms 1 to 2, given in e:
1. O 0.067
2. C -0.517